No. 1
The following is a quantum chemistry calculation of a structure of composition C6H12, from OMol25.

Highest occupied orbital energy   -6.0 eV
HOMO-LUMO gap   0.264 hartree
E_LUMO   0.044 Ha
Relative energy (zero: lowest compared OMol25 entry of this formula, charge and spin)   5.268 eV

Structure (ORCA input):
```
! wB97M-V def2-TZVPD RIJCOSX def2/J DEFGRID3
* xyz 0 1
C 0.773 0.725 1.929
C -0.419 0.161 1.160
C -0.108 -0.709 -0.040
C -1.162 -1.380 -0.704
C -0.185 0.026 -1.827
C 0.860 0.756 -1.213
H 1.462 -0.075 2.226
H 1.334 1.448 1.332
H 0.437 1.224 2.844
H -0.994 -0.509 1.816
H -1.114 0.959 0.869
H 0.827 -1.261 0.035
H -0.990 -2.354 -1.140
H -2.183 -1.048 -0.566
H -1.116 0.549 -2.025
H 0.060 -0.703 -2.593
H 0.660 1.737 -0.806
H 1.886 0.426 -1.299
*
```


No. 2
The following is a quantum chemistry calculation of a structure of composition C21H29Br55NO2PSi in a non-equilibrium geometry, from OMol25.

Highest occupied orbital energy   -8.7 eV
HOMO-LUMO gap   0.302 hartree
E_LUMO   -0.019 Ha

Structure (ORCA input):
```
! wB97M-V def2-TZVPD RIJCOSX def2/J DEFGRID3
* xyz 0 1
N 1.688 2.145 2.432
P 3.055 1.366 2.629
O 3.139 0.835 4.236
O 4.394 2.349 2.378
Si 3.252 -0.350 1.181
C 3.640 -1.957 2.132
C 5.156 -2.220 2.416
C 5.665 -1.499 3.715
Br 4.953 -2.468 5.299
H 1.223 2.092 3.339
H 2.724 -0.038 4.355
H 5.165 1.848 2.677
H 4.198 -0.021 0.110
H 1.899 -0.504 0.605
H 3.226 -2.797 1.535
H 3.136 -1.899 3.126
H 5.827 -2.022 1.556
H 5.263 -3.306 2.637
H 6.764 -1.478 3.784
H 5.318 -0.438 3.776
C 1.175 -3.270 -2.021
Br 2.785 -2.391 -2.640
Br 1.475 -4.281 -0.397
Br -0.287 -2.020 -1.819
H 0.889 -3.981 -2.788
C -3.008 0.381 -3.675
Br -4.551 1.505 -3.981
Br -2.338 0.568 -1.868
Br -3.366 -1.467 -4.125
H -2.226 0.725 -4.340
C -0.711 0.150 5.721
Br -1.527 1.848 5.278
Br 0.307 -0.563 4.238
Br 0.357 0.254 7.329
H -1.515 -0.551 5.916
C -2.032 4.575 -2.387
Br -2.808 6.309 -2.758
Br -1.046 3.893 -3.907
Br -0.946 4.600 -0.787
H -2.851 3.890 -2.205
C -8.466 2.570 -5.259
Br -7.783 3.611 -3.779
Br -7.419 2.836 -6.865
Br -8.619 0.696 -4.805
H -9.466 2.932 -5.467
C -2.665 5.935 5.807
Br -4.354 6.558 6.515
Br -2.924 4.640 4.393
Br -1.537 7.400 5.240
H -2.149 5.428 6.613
C 4.442 -7.079 -2.218
Br 5.003 -5.408 -1.418
Br 4.594 -8.555 -0.975
Br 2.662 -6.958 -2.975
H 5.123 -7.281 -3.038
C 5.766 -7.457 -6.306
Br 6.324 -5.784 -5.507
Br 5.921 -8.933 -5.063
Br 3.990 -7.333 -7.064
H 6.446 -7.660 -7.124
C -7.932 4.219 5.105
Br -7.567 5.114 3.429
Br -6.604 2.868 5.499
Br -8.122 5.479 6.561
H -8.882 3.712 4.996
C -7.231 7.726 -5.624
Br -5.806 6.418 -5.561
Br -8.177 7.666 -7.310
Br -8.435 7.561 -4.118
H -6.768 8.703 -5.554
C -4.239 7.911 -8.867
Br -5.371 7.231 -10.281
Br -2.370 7.536 -9.201
Br -4.548 9.794 -8.545
H -4.513 7.385 -7.961
C 4.844 5.904 1.706
Br 3.728 5.184 0.303
Br 6.722 5.570 1.372
Br 4.493 7.782 2.011
H 4.585 5.378 2.617
C 2.058 -4.173 6.788
Br 0.672 -3.387 7.885
Br 2.894 -5.685 7.658
Br 1.405 -4.629 5.025
H 2.824 -3.418 6.656
C 8.832 1.156 5.167
Br 9.333 2.834 5.987
Br 8.995 -0.327 6.397
Br 7.061 1.237 4.388
H 9.528 0.976 4.356
C -11.648 3.604 -1.727
Br -13.313 4.247 -0.981
Br -11.944 2.364 -3.184
Br -10.488 5.057 -2.257
H -11.137 3.058 -0.944
C 10.236 -8.110 -4.666
Br 11.671 -9.397 -4.511
Br 9.392 -8.201 -6.406
Br 8.968 -8.280 -3.211
H 10.683 -7.126 -4.584
C -8.811 -2.651 -7.784
Br -7.206 -1.749 -8.378
Br -8.504 -3.669 -6.167
Br -10.288 -1.418 -7.581
H -9.087 -3.356 -8.558
C 3.621 -9.513 9.313
Br 2.236 -8.730 10.414
Br 4.455 -11.029 10.179
Br 2.963 -9.965 7.551
H 4.388 -8.760 9.182
*
```


No. 3
The following is a quantum chemistry calculation of a cluster of 8 separate species, C33H59FN16O12S in total in a non-equilibrium geometry, from OMol25.

Highest occupied orbital energy   -8.5 eV
SMILES   CCCCOc1c(COC(C)=O)c2c(c([C@H](F)CC)c1CSCC)C(=O)N(c1cccnc1)C2=O.NC(N)=O.NC(N)=O.NC(N)=O.NC(N)=O.NC(N)=O.NC(N)=O.NC(N)=O
HOMO-LUMO gap   0.299 hartree
E_LUMO   -0.012 Ha

Structure (ORCA input):
```
! wB97M-V def2-TZVPD RIJCOSX def2/J DEFGRID3
* xyz 0 1
C 1.925 4.333 3.251
C 0.882 3.196 3.055
C 1.540 1.827 2.743
C 1.459 1.426 1.272
O 1.334 -0.010 1.203
C 0.873 -0.489 0.015
C -0.513 -0.686 -0.170
C -1.596 -0.355 0.829
O -1.153 -0.402 2.190
C -2.204 -0.042 3.008
C -2.528 1.425 3.157
O -2.833 -0.901 3.561
C -0.884 -1.262 -1.364
C 0.039 -1.624 -2.353
C 1.401 -1.414 -2.197
C 2.327 -1.841 -3.322
F 3.470 -2.445 -2.791
C 2.743 -0.729 -4.303
C 1.947 -0.706 -5.616
C 1.817 -0.850 -0.968
C 3.281 -0.649 -0.599
S 4.240 0.438 -1.689
C 4.119 2.127 -1.016
C 4.862 3.035 -2.011
C -0.746 -2.268 -3.472
O -0.462 -2.448 -4.613
N -2.012 -2.650 -2.882
C -2.030 -4.032 -2.474
C -1.443 -4.483 -1.296
C -1.489 -5.844 -1.021
C -2.101 -6.675 -1.945
N -2.685 -6.273 -3.075
C -2.630 -4.965 -3.313
C -2.255 -1.675 -1.872
O -3.311 -1.238 -1.528
H 1.927 4.637 4.296
H 1.666 5.177 2.613
H 2.915 3.967 2.982
H 0.215 3.439 2.227
H 0.258 3.101 3.939
H 1.043 1.043 3.323
H 2.584 1.823 3.046
H 0.645 1.924 0.739
H 2.427 1.668 0.834
H -2.038 0.629 0.622
H -2.403 -1.077 0.679
H -3.559 1.606 2.861
H -1.884 2.015 2.508
H -2.398 1.735 4.189
H 1.812 -2.628 -3.877
H 3.816 -0.785 -4.480
H 2.571 0.234 -3.825
H 2.135 -1.601 -6.206
H 0.887 -0.635 -5.380
H 2.210 0.201 -6.160
H 3.787 -1.613 -0.651
H 3.382 -0.323 0.433
H 4.572 2.131 -0.025
H 3.078 2.440 -0.950
H 4.615 4.074 -1.809
H 4.582 2.742 -3.023
H 5.934 2.864 -1.907
H -0.953 -3.798 -0.615
H -1.024 -6.184 -0.109
H -2.123 -7.739 -1.732
H -3.076 -4.600 -4.233
C 5.546 0.960 2.625
O 4.514 1.531 2.308
N 5.572 -0.368 2.937
N 6.747 1.604 2.690
H 6.404 -0.861 3.198
H 4.702 -0.866 2.895
H 6.755 2.581 2.464
H 7.605 1.155 2.946
C -5.605 -7.057 0.218
O -5.388 -8.200 -0.138
N -5.553 -5.997 -0.646
N -5.920 -6.740 1.512
H -5.725 -5.048 -0.375
H -5.319 -6.198 -1.601
H -5.959 -7.494 2.171
H -6.101 -5.807 1.827
C -3.042 5.484 3.584
O -2.632 4.405 3.176
N -3.411 6.486 2.727
N -3.158 5.773 4.905
H -3.747 7.379 3.032
H -3.333 6.302 1.745
H -2.890 5.069 5.565
H -3.483 6.652 5.260
C -0.069 -3.029 -8.891
O 0.180 -4.161 -9.264
N -0.085 -1.963 -9.754
N -0.350 -2.724 -7.590
H -0.285 -1.023 -9.471
H 0.118 -2.152 -10.717
H -0.344 -3.474 -6.925
H -0.554 -1.799 -7.268
C 1.049 3.061 -4.485
O 2.208 3.063 -4.857
N 0.629 2.333 -3.406
N 0.074 3.785 -5.117
H -0.318 2.311 -3.079
H 1.325 1.791 -2.927
H 0.351 4.328 -5.912
H -0.885 3.796 -4.827
C -1.653 -4.458 2.372
O -1.766 -5.613 1.990
N -0.470 -3.943 2.833
N -2.697 -3.584 2.358
H -0.365 -2.992 3.137
H 0.321 -4.558 2.856
H -3.575 -3.932 2.024
H -2.641 -2.628 2.670
C -1.598 6.219 8.462
O -2.488 6.293 7.629
N -0.940 5.052 8.728
N -1.192 7.298 9.192
H -0.209 4.970 9.407
H -1.216 4.239 8.210
H -1.657 8.169 9.020
H -0.466 7.261 9.880
*
```


No. 4
The following is a quantum chemistry calculation of the molecule C21H24N4O3 in a non-equilibrium geometry, from OMol25.

Highest occupied orbital energy   -8.0 eV
SMILES   COc1ccc2c(c1)[nH]c1c(=O)n(/N=C/[C@H]3[C@H](C)C=C(C)C[C@@H]3C)c(=O)[nH]c12
HOMO-LUMO gap   0.306 hartree
E_LUMO   0.014 Ha
Relative energy (zero: lowest compared OMol25 entry of this formula, charge and spin)   2.154 eV

Structure (ORCA input):
```
! wB97M-V def2-TZVPD RIJCOSX def2/J DEFGRID3
* xyz 0 1
C -8.530 -1.482 -0.391
H -9.613 -1.434 -0.491
O -8.098 -0.148 -0.270
C -6.771 0.098 -0.130
C -5.789 -0.876 -0.094
C -4.469 -0.458 0.055
N -3.334 -1.201 0.120
C -2.261 -0.351 0.271
C -2.716 0.954 0.304
N -1.826 1.982 0.446
C -0.472 1.770 0.541
O 0.308 2.684 0.654
N -0.064 0.432 0.543
C -0.875 -0.704 0.387
O -0.419 -1.832 0.334
N 1.314 0.317 0.516
C 1.908 -0.583 1.169
C 3.390 -0.758 1.044
H 3.710 -1.404 1.867
C 4.143 0.579 1.168
C 5.643 0.363 1.359
H 5.840 -0.366 2.143
H 6.118 1.300 1.643
H 6.099 0.020 0.434
C 3.891 1.476 -0.042
C 4.078 0.741 -1.333
C 3.970 -0.576 -1.418
C 3.650 -1.506 -0.287
C 4.731 -2.583 -0.141
H 5.688 -2.147 0.130
H 4.852 -3.114 -1.083
H 4.450 -3.305 0.623
H 2.722 -2.032 -0.553
H 4.099 -1.069 -2.374
C 4.368 1.600 -2.527
H 3.590 2.354 -2.635
H 4.414 1.009 -3.438
H 5.317 2.119 -2.399
H 2.870 1.861 -0.002
H 4.569 2.333 -0.004
H 3.756 1.083 2.061
H 1.391 -1.301 1.808
H -2.133 2.943 0.451
C -4.128 0.917 0.168
C -5.141 1.881 0.129
C -6.437 1.466 -0.017
H -7.249 2.174 -0.052
H -4.906 2.931 0.213
H -3.253 -2.201 0.061
H -6.013 -1.927 -0.177
H -8.275 -2.069 0.497
H -8.105 -1.962 -1.279
*
```


No. 5
The following is a quantum chemistry calculation of the molecule C4H2, from OMol25.

Highest occupied orbital energy   -9.8 eV
SMILES   C#CC#C
HOMO-LUMO gap   0.393 hartree
E_LUMO   0.031 Ha
Relative energy (zero: lowest compared OMol25 entry of this formula, charge and spin)   0.290 eV

Structure (ORCA input):
```
! wB97M-V def2-TZVPD RIJCOSX def2/J DEFGRID3
* xyz 0 1
C 0.679 -0.186 -0.088
C 1.806 -0.106 0.329
C -0.661 -0.149 -0.389
C -1.851 0.024 -0.454
H 2.790 -0.024 0.725
H -2.764 0.441 -0.124
*
```


No. 6
The following is a quantum chemistry calculation of a structure of composition CEuF3NO2S2 in a non-equilibrium geometry, from OMol25.

Highest occupied orbital energy (alpha / beta)   -7.2 / -7.2 eV
⟨S²⟩   15.77
HOMO-LUMO gap (alpha / beta)   0.179 / 0.185 hartree
E_LUMO (alpha / beta)   -0.085 / -0.082 Ha

Structure (ORCA input):
```
! wB97M-V def2-TZVPD RIJCOSX def2/J DEFGRID3
* xyz 0 8
Eu -3.192 1.339 1.237
N -1.206 0.482 -0.010
S -2.419 -0.552 -0.843
S 0.055 -0.175 0.672
O 0.031 -1.598 1.023
O 0.509 0.799 1.687
C 1.325 -0.090 -0.696
F 2.509 -0.453 -0.220
F 0.979 -0.900 -1.689
F 1.408 1.149 -1.162
*
```